(1)
The following is a DFT calculation (wB97M-V/def2-TZVPD) of a 16-piece molecular cluster, C58H144B6F24N10O12 overall.

Calculated values
* E_tot: -171226.8819 eV
* spin multiplicity: 1
* total charge: +4

Each line ends with the Mulliken charge.
Positions of all 254 atoms, in Å:
C1 5.03 2.17 -5.24  -0.6331
O1 5.01 2.59 -3.89  -0.0662
C2 5.41 3.99 -3.79  -0.5457
C3 5.34 4.54 -2.34  -0.8846
N1 4.17 4.01 -1.50  0.1582
H1 4.13 3.02 -1.70  0.0725
H2 4.63 4.03 -0.60  0.3829
C4 2.89 4.86 -1.57  -0.5436
C5 2.02 4.59 -2.78  -0.8327
O2 1.75 3.19 -2.92  0.2155
C6 1.18 2.86 -4.14  -0.9840
H3 4.96 1.09 -5.38  -0.1729
H4 6.03 2.38 -5.62  0.4892
H5 4.34 2.67 -5.92  0.3734
H6 4.63 4.50 -4.35  0.3637
H7 6.38 4.12 -4.28  0.4952
H8 6.19 4.17 -1.77  0.4951
H9 5.38 5.63 -2.30  0.3873
H10 3.11 5.93 -1.48  0.4027
H11 2.42 4.70 -0.60  0.0607
H12 2.38 5.07 -3.68  0.4621
H13 1.06 5.11 -2.67  0.5319
H14 1.39 3.53 -4.97  0.5167
H15 0.09 2.92 -4.09  0.1538
H16 1.47 1.87 -4.48  0.2050
C7 -2.00 -4.84 -4.04  -0.2846
O3 -0.91 -5.63 -4.20  -0.5344
C8 0.35 -4.89 -4.23  0.4359
C9 1.42 -6.01 -4.19  -1.1149
N2 1.12 -6.86 -2.91  0.5831
H17 1.62 -6.45 -2.14  -0.4180
H18 0.13 -6.86 -2.74  0.4812
C10 1.70 -8.27 -2.93  -0.8383
C11 1.62 -9.01 -1.56  -0.5979
O4 0.26 -8.93 -1.21  -0.1869
C12 -0.18 -10.23 -0.81  -0.9988
H19 -2.16 -4.64 -2.98  0.0864
H20 -2.86 -5.37 -4.45  0.4023
H21 -1.85 -3.92 -4.61  -0.0674
H22 0.43 -4.10 -3.48  -0.2389
H23 0.53 -4.42 -5.20  0.4400
H24 2.40 -5.54 -4.14  0.3906
H25 1.21 -6.66 -5.04  0.5330
H26 2.75 -8.13 -3.19  0.4132
H27 1.29 -8.85 -3.75  0.5511
H28 2.24 -8.60 -0.77  0.3849
H29 1.98 -9.98 -1.90  0.4519
H30 0.36 -10.59 0.07  0.4321
H31 -0.08 -11.02 -1.55  0.3952
H32 -1.22 -10.24 -0.48  0.2441
C13 4.62 -1.09 -3.61  -0.7309
O5 4.59 -1.60 -4.90  -0.4712
C14 3.99 -2.78 -5.17  0.0379
C15 3.93 -3.00 -6.69  -0.9466
N3 3.33 -1.75 -7.46  0.0356
H33 4.00 -1.00 -7.59  0.4992
H34 3.23 -2.08 -8.41  0.4597
C16 2.00 -1.19 -7.00  -0.0842
C17 1.73 0.14 -7.84  -0.4027
O6 1.35 -0.23 -9.16  -0.4256
C18 0.75 0.85 -9.94  -0.6648
H35 3.63 -0.91 -3.20  0.1575
H36 5.23 -0.20 -3.69  0.2936
H37 5.19 -1.78 -2.98  0.4893
H38 2.98 -2.76 -4.77  -0.1980
H39 4.60 -3.58 -4.75  0.7073
H40 3.26 -3.85 -6.81  0.3845
H41 4.95 -3.17 -7.02  0.4242
H42 2.14 -0.83 -5.98  -0.3605
H43 1.18 -1.90 -7.09  0.2661
H44 2.54 0.86 -7.89  0.5241
H45 0.84 0.64 -7.45  0.1725
H46 1.35 1.75 -9.87  0.3148
H47 -0.26 0.94 -9.53  0.1882
H48 0.63 0.61 -10.99  0.2905
C19 -3.78 12.34 1.69  -0.7683
O7 -4.10 11.03 1.20  -0.3555
C20 -3.86 10.76 -0.13  -0.6118
C21 -3.91 9.22 -0.50  -0.7294
N4 -3.43 8.28 0.61  -0.0215
H49 -4.02 8.33 1.43  0.4788
H50 -3.48 7.39 0.15  0.3051
C22 -1.98 8.43 1.08  -1.0698
C23 -1.55 7.15 1.86  -0.8432
O8 -1.68 5.88 1.18  0.1606
C24 -0.80 5.67 0.12  -0.6653
H51 -2.73 12.59 1.55  0.3278
H52 -4.12 12.55 2.70  0.2759
H53 -4.41 13.01 1.11  0.3356
H54 -2.87 11.13 -0.41  0.4001
H55 -4.58 11.30 -0.76  0.5014
H56 -3.33 8.96 -1.39  0.3602
H57 -4.95 8.93 -0.62  0.4734
H58 -1.84 9.24 1.80  0.3644
H59 -1.22 8.79 0.39  0.5475
H60 -2.13 6.97 2.76  0.4400
H61 -0.52 7.28 2.18  0.4365
H62 -1.18 4.95 -0.61  -0.1917
H63 0.24 5.52 0.41  0.2571
H64 -0.96 6.59 -0.44  0.5886
C25 1.23 3.57 3.38  -0.9026
C26 -0.04 3.82 4.22  -0.7960
C27 -1.22 3.14 3.48  1.3358
C28 -2.65 3.75 3.86  -0.7778
N5 -3.89 3.05 3.17  0.5600
C29 -3.74 3.31 1.59  1.1294
C30 -4.98 4.11 1.20  -0.4901
C31 -6.01 3.81 2.28  -0.8432
C32 -5.18 3.88 3.51  -0.7587
C33 -4.00 1.52 3.43  0.5105
C34 -4.36 1.12 4.87  -1.0883
C35 -3.29 0.33 5.63  -1.0393
H65 2.04 3.89 4.03  0.6098
H66 1.48 3.96 2.40  0.0903
H67 1.29 2.51 3.10  -0.0847
H68 -0.20 4.89 4.35  0.4581
H69 0.08 3.37 5.21  0.4395
H70 -1.32 2.06 3.63  -0.2680
H71 -1.02 3.30 2.42  -0.4423
H72 -2.80 4.78 3.52  -0.0372
H73 -2.84 3.63 4.93  0.5227
H74 -3.50 2.41 1.02  -0.1249
H75 -2.87 3.92 1.33  -0.8562
H76 -5.15 3.75 0.19  0.6021
H77 -4.78 5.18 1.20  -0.0695
H78 -6.46 2.83 2.12  0.2946
H79 -6.73 4.61 2.15  0.5662
H80 -5.57 3.41 4.41  0.4695
H81 -4.84 4.86 3.85  0.4287
H82 -3.10 1.04 3.05  -0.5998
H83 -4.82 1.16 2.81  0.3843
H84 -5.32 0.60 4.82  0.3482
H85 -4.52 2.01 5.47  0.5727
H86 -2.31 0.80 5.69  0.1650
H87 -3.18 -0.62 5.11  0.0837
H88 -3.67 0.20 6.64  0.5491
C36 -0.51 -1.69 4.36  -0.9521
C37 0.69 -0.97 3.70  0.2628
C38 0.98 -1.42 2.27  0.4459
C39 0.07 -0.59 1.36  0.3760
N6 -0.15 -1.09 -0.13  1.1377
C40 1.14 -1.15 -0.94  -0.0166
C41 1.87 -2.43 -0.63  -1.0467
C42 0.71 -3.45 -0.43  0.5598
C43 -0.55 -2.62 -0.21  -0.8805
C44 -1.26 -0.23 -0.73  0.0694
C45 -0.84 1.24 -1.06  1.9194
C46 -1.79 1.97 -2.04  -0.5697
H89 -0.76 -1.17 5.29  0.3323
H90 -0.18 -2.68 4.66  -0.0093
H91 -1.33 -1.87 3.67  0.0091
H92 1.49 -1.08 4.43  0.0795
H93 0.63 0.12 3.71  -0.7283
H94 0.88 -2.50 2.19  0.5830
H95 2.02 -1.15 2.12  -0.2591
H96 0.59 0.36 1.26  0.0007
H97 -0.92 -0.38 1.76  -0.2401
H98 0.70 -1.29 -1.92  -0.1661
H99 1.68 -0.21 -0.86  -0.0942
H100 2.43 -2.81 -1.49  0.6818
H101 2.61 -2.30 0.16  0.1193
H102 0.66 -4.01 -1.36  -0.8213
H103 0.85 -4.24 0.32  0.7124
H104 -1.19 -2.76 -1.07  0.3780
H105 -1.16 -2.84 0.67  0.2877
H106 -2.22 -0.31 -0.21  0.0507
H107 -1.50 -0.66 -1.71  -0.2517
H108 0.16 1.29 -1.50  -0.3733
H109 -0.81 1.73 -0.09  -0.6365
H110 -1.54 1.72 -3.07  -0.6756
H111 -1.69 3.05 -1.93  -0.1283
H112 -2.84 1.67 -1.99  0.5915
C47 -3.91 2.92 -4.47  -1.1910
C48 -4.02 1.44 -4.84  0.6562
O9 -4.31 0.59 -4.02  -0.3764
N7 -3.29 0.96 -6.07  0.4239
H113 -2.98 1.72 -6.65  0.4592
H114 -2.37 0.60 -5.84  -0.1438
C49 -4.12 0.14 -7.03  -0.7750
H115 -2.95 3.44 -4.43  0.2138
H116 -4.44 2.95 -3.51  0.2836
H117 -4.56 3.46 -5.15  0.5551
H118 -3.42 -0.39 -7.68  0.3021
H119 -4.73 0.85 -7.60  0.3948
H120 -4.73 -0.56 -6.47  0.3321
C50 2.55 -5.83 5.96  -0.6155
C51 2.56 -5.53 7.48  0.5315
O10 3.07 -6.27 8.33  -0.4485
N8 1.98 -4.15 7.91  0.1460
H121 2.19 -3.96 8.87  0.4281
H122 2.44 -3.32 7.58  -0.0409
C52 0.42 -4.13 7.78  -0.7595
H123 3.49 -6.31 5.68  0.3952
H124 2.45 -4.90 5.40  0.1505
H125 1.66 -6.42 5.73  0.1296
H126 0.09 -4.94 8.42  0.4640
H127 0.18 -4.33 6.74  0.1809
H128 -0.05 -3.18 8.06  0.3240
C53 -1.54 -7.39 1.07  -0.9456
C54 -2.37 -6.08 1.04  0.2619
O11 -2.09 -5.05 0.38  -0.4597
N9 -3.65 -6.16 1.85  0.0907
H129 -4.19 -6.98 1.61  0.4263
H130 -3.36 -6.33 2.80  0.3582
C55 -4.39 -4.87 2.09  -0.7538
H131 -1.66 -7.74 2.09  0.4576
H132 -0.49 -7.14 0.88  0.2147
H133 -1.87 -8.10 0.31  0.3151
H134 -4.88 -4.45 1.21  0.5019
H135 -3.67 -4.15 2.47  0.0583
H136 -5.04 -5.08 2.94  0.3151
C56 5.18 1.80 7.76  -1.2651
C57 4.52 1.77 6.46  0.8559
O12 4.47 2.73 5.66  -0.4222
N10 4.25 0.30 5.96  0.1215
H137 5.04 -0.30 6.16  0.4637
H138 3.48 -0.10 6.48  0.0156
C58 3.98 0.22 4.44  -1.0299
H139 6.11 1.23 7.78  0.3908
H140 4.58 1.33 8.54  0.3508
H141 5.48 2.81 8.03  0.3539
H142 4.87 0.58 3.92  0.5737
H143 3.16 0.88 4.16  0.1028
H144 3.85 -0.79 4.05  0.4525
B1 -0.81 -1.15 -4.76  0.2419
F1 0.50 -1.43 -4.38  0.2290
F2 -1.03 0.19 -4.89  -0.5045
F3 -1.01 -1.70 -6.03  -0.3685
F4 -1.75 -1.74 -3.97  -0.4110
B2 3.91 1.55 0.81  0.2126
F5 4.38 1.40 -0.46  -0.4076
F6 5.00 2.19 1.53  -0.3756
F7 2.84 2.41 0.76  -0.2067
F8 3.61 0.30 1.26  -0.1449
B3 -1.69 -5.95 4.87  0.3988
F9 -0.45 -6.10 4.30  -0.4123
F10 -1.48 -6.29 6.18  -0.3399
F11 -2.22 -4.73 4.71  -0.1984
F12 -2.63 -6.75 4.25  -0.3649
B4 1.50 -0.40 7.68  0.5667
F13 0.24 -0.70 8.18  -0.4150
F14 1.52 0.82 7.06  -0.3173
F15 2.37 -0.44 8.77  -0.3613
F16 1.82 -1.38 6.78  -0.3517
B5 -4.60 -1.55 1.15  -0.3846
F17 -4.75 -0.34 0.43  -0.3986
F18 -4.18 -1.29 2.40  0.0962
F19 -5.81 -2.27 1.22  -0.3169
F20 -3.66 -2.31 0.56  0.0075
B6 3.75 -5.44 -0.93  0.1432
F21 4.24 -4.21 -0.52  -0.3143
F22 2.63 -5.72 -0.25  -0.2082
F23 3.44 -5.38 -2.31  -0.2556
F24 4.62 -6.43 -0.50  -0.3564

(2)
The following is a DFT calculation (wB97M-V/def2-TZVPD) of a 6-piece molecular cluster, C14H25Cl3N2O9 overall.

Calculated values
* E_tot: -73894.5889 eV
* SMILES: COC(=O)OC.COC(=O)OC.COC(=O)OC.ClC(Cl)Cl.CC#N.CC#N
* relative energy (zero: lowest compared OMol25 entry of this formula, charge and spin): 2.3869 eV
* spin multiplicity: 1

Each line ends with the Mulliken charge.
Positions of all 53 atoms, in Å:
C1 -27.43 -4.66 -11.58  -0.6301
O1 -26.33 -5.58 -11.40  -0.3295
C2 -25.11 -5.32 -11.86  0.8600
O2 -24.80 -4.28 -12.45  -0.6106
O3 -24.27 -6.20 -11.43  -0.3167
C3 -22.86 -6.14 -11.72  -0.4538
H1 -28.33 -5.25 -11.76  0.2357
H2 -27.22 -4.07 -12.48  0.3207
H3 -27.56 -3.94 -10.78  0.2633
H4 -22.40 -6.23 -10.74  0.2789
H5 -22.50 -5.20 -12.13  0.3479
H6 -22.46 -6.92 -12.38  0.0404
C4 -21.33 -8.09 -20.67  -0.6277
O4 -20.81 -7.96 -21.97  -0.3691
C5 -21.02 -9.03 -22.83  0.7795
O5 -21.74 -10.00 -22.61  -0.5883
O6 -20.41 -8.80 -23.97  -0.3171
C6 -19.51 -7.71 -24.25  -0.6138
H7 -21.08 -7.32 -19.93  0.3208
H8 -20.91 -8.96 -20.16  0.1869
H9 -22.41 -8.15 -20.80  0.3447
H10 -19.92 -6.74 -23.95  0.2858
H11 -19.30 -7.63 -25.32  0.2757
H12 -18.62 -7.71 -23.63  0.2704
C7 -18.13 -9.33 -18.92  -0.7898
O7 -17.26 -9.44 -20.00  -0.3040
C8 -17.22 -10.56 -20.88  0.6908
O8 -18.14 -11.39 -20.83  -0.5405
O9 -16.09 -10.56 -21.67  -0.2794
C9 -15.61 -11.70 -22.19  -0.6723
H13 -18.27 -8.29 -18.62  0.3571
H14 -17.84 -10.03 -18.14  0.2906
H15 -19.15 -9.46 -19.29  0.3972
H16 -14.77 -12.11 -21.62  0.2887
H17 -15.10 -11.22 -23.02  0.2514
H18 -16.32 -12.46 -22.54  0.3328
Cl1 -19.05 -8.86 -16.07  -0.1033
C10 -20.17 -7.48 -16.31  0.3029
Cl2 -19.36 -5.90 -16.47  -0.1275
Cl3 -21.15 -7.53 -14.73  -0.1584
H19 -20.80 -7.52 -17.20  0.0931
C11 -25.11 -9.53 -18.13  -0.8463
C12 -23.68 -9.43 -18.00  0.4172
N1 -22.51 -9.26 -17.86  -0.4290
H20 -25.28 -10.59 -18.31  0.2866
H21 -25.48 -9.04 -19.04  0.2875
H22 -25.65 -9.36 -17.20  0.2960
C13 -17.49 -9.99 -13.50  -0.5639
C14 -16.51 -9.92 -12.44  0.1931
N2 -15.75 -9.83 -11.58  -0.3732
H23 -18.17 -10.82 -13.32  0.3129
H24 -16.91 -10.16 -14.41  0.2133
H25 -18.11 -9.09 -13.43  0.2224

(3)
The following is a DFT calculation (wB97M-V/def2-TZVPD) of C36H56BrLuN7O6PS2Se2 as an isolated structure.

Calculated values
* E_tot: -326266.6134 eV
* relative energy (zero: lowest compared OMol25 entry of this formula, charge and spin): 2.5363 eV
* spin multiplicity: 1
* total charge: +2

Each line ends with the Mulliken charge.
Positions of all 112 atoms, in Å:
Lu1 -0.69 -0.15 -0.51  1.6259
N1 1.73 0.22 -0.23  -0.0761
C1 1.95 1.27 0.82  1.2864
C2 3.35 1.80 0.97  -0.7410
C3 3.89 2.62 2.17  -0.3960
C4 4.25 1.77 3.38  -1.1346
N2 3.00 1.19 4.03  0.0333
C5 2.02 1.91 4.60  0.8034
N3 2.36 3.12 5.17  -0.3725
N4 0.84 1.44 4.81  -0.1431
C6 0.90 2.35 0.51  -0.0114
O1 1.21 3.55 0.39  -0.7739
O2 -0.28 1.88 0.28  -0.1590
H1 2.41 -0.53 -0.04  -0.2869
H2 2.05 0.48 -1.19  0.2697
H3 1.65 0.75 1.78  -0.5335
H4 3.45 2.44 0.10  0.3048
H5 4.02 0.91 0.82  0.2300
H6 3.18 3.45 2.51  0.2358
H7 4.82 3.10 1.88  0.4360
H8 4.76 2.35 4.11  0.4023
H9 4.87 0.91 3.08  0.4407
H10 2.81 0.19 3.93  -0.0092
H11 3.39 3.26 5.35  0.2314
H12 1.73 3.70 5.69  0.2159
H13 0.50 0.68 4.27  -0.1489
H14 0.20 1.80 5.52  0.2474
C7 0.48 -2.36 -2.91  -1.3749
O3 0.32 -0.99 -2.50  0.9659
C8 0.68 -0.01 -3.53  -0.5076
C9 1.33 -0.22 -4.72  -0.6210
C10 1.53 0.83 -5.60  -0.6071
Br1 2.47 0.47 -7.19  -0.1396
C11 1.09 2.15 -5.32  -0.6780
C12 0.45 2.33 -4.10  0.5463
C13 0.16 1.26 -3.31  0.6397
O4 -0.77 1.27 -2.25  0.4201
C14 -0.18 3.64 -3.76  0.2511
N5 -0.85 4.27 -4.65  -0.6848
C15 -1.59 5.26 -3.89  0.0634
C16 -2.61 6.09 -4.32  -0.8490
C17 -3.13 6.95 -3.33  -0.3754
C18 -2.72 6.86 -1.96  -0.7316
C19 -1.83 5.84 -1.51  -0.4852
C20 -1.25 5.05 -2.50  0.3007
N6 -0.36 3.98 -2.42  -0.2679
H15 1.51 -2.66 -2.98  0.4037
H16 0.10 -2.47 -3.91  0.5486
H17 0.07 -2.99 -2.14  0.4001
H18 1.75 -1.19 -4.86  0.6937
H19 1.15 3.00 -6.01  0.5643
H20 -0.97 2.18 -2.03  -0.0853
H21 -3.00 6.09 -5.36  0.4409
H22 -3.84 7.74 -3.68  0.3667
H23 -3.14 7.60 -1.33  0.4727
H24 -1.68 5.74 -0.45  0.5572
H25 0.49 4.10 -1.87  0.1991
C21 -4.00 3.04 -0.40  -0.9639
Se1 -3.91 1.01 -0.36  0.1919
C22 -4.36 0.83 1.60  -1.0694
C23 -3.14 1.25 2.42  -0.5189
Se2 -1.60 0.09 2.34  0.0058
C24 -2.38 -1.57 3.10  -0.4700
H26 -5.04 3.38 -0.40  0.4984
H27 -3.51 3.48 -1.30  0.1432
H28 -3.48 3.43 0.45  0.2981
H29 -4.78 -0.13 1.77  0.4478
H30 -5.19 1.53 1.69  0.5099
H31 -3.44 1.45 3.44  0.6168
H32 -2.80 2.17 1.99  0.1144
H33 -2.73 -1.49 4.12  0.4631
H34 -1.54 -2.30 3.03  -0.2057
H35 -3.17 -1.85 2.41  0.2628
C25 -6.23 -3.01 -2.72  -1.5905
C26 -4.84 -2.58 -2.38  0.9594
C27 -4.05 -1.80 -3.20  -0.8009
C28 -2.82 -1.31 -2.81  -0.5475
N7 -2.32 -1.59 -1.55  0.3063
C29 -3.06 -2.38 -0.76  -0.4620
C30 -4.31 -2.86 -1.13  -0.9516
H36 -6.50 -3.94 -2.20  0.3894
H37 -6.42 -3.14 -3.78  0.4149
H38 -6.99 -2.30 -2.41  0.3055
H39 -4.38 -1.49 -4.19  0.4675
H40 -2.39 -0.49 -3.32  0.3770
H41 -2.58 -2.66 0.17  0.4644
H42 -4.91 -3.54 -0.54  0.4665
C31 5.33 -3.21 1.35  -1.2934
C32 4.12 -2.93 0.42  0.6660
C33 3.60 -4.21 -0.26  -1.2701
O5 3.15 -2.04 1.20  -0.2338
P1 1.81 -2.66 1.92  0.1691
S1 0.29 -2.69 0.64  -0.2553
S2 1.47 -1.69 3.61  -0.6046
O6 2.19 -4.18 2.26  -0.1203
C34 1.26 -5.06 3.03  0.9657
C35 2.05 -5.66 4.13  -1.4859
C36 0.76 -6.10 2.09  -1.4036
H43 5.91 -4.01 0.83  0.4124
H44 4.85 -3.70 2.21  0.2462
H45 6.00 -2.43 1.58  0.3312
H46 4.39 -2.30 -0.46  0.2914
H47 3.36 -5.03 0.37  0.2006
H48 4.46 -4.59 -0.87  0.5320
H49 2.74 -4.06 -0.93  0.1338
H50 0.51 -4.36 3.36  0.0427
H51 2.86 -6.32 3.72  0.2909
H52 1.32 -6.23 4.77  0.3938
H53 2.51 -4.88 4.67  0.4104
H54 1.56 -6.75 1.72  0.3102
H55 0.31 -5.62 1.28  0.2944
H56 0.04 -6.79 2.51  0.4500

| no. | HOMO level (eV) |
| --- | --- |
| 1 | -16.01 |
| 2 | -10.64 |
| 3 | -12.56 |